Formula: C5H13N2O
Source: the OMol25 dataset
Level of theory: ωB97M-V with the def2-TZVPD basis set

XYZ file:
```
21
Properties=species:S:1:pos:R:3:forces:R:3
C 0.08302 2.55420 1.29351 -1.49 0.50 -0.70
O -1.18357 3.11717 0.85259 0.57 0.27 -0.01
C 0.45666 1.46591 0.31360 0.46 -0.35 -0.19
C -0.24750 0.15079 0.69206 0.25 0.22 -0.68
C -0.16303 -0.90916 -0.37752 -0.30 0.16 0.03
C 0.47836 -2.04487 -0.07779 0.11 -0.05 -0.24
N 0.68433 -3.14317 -1.05541 -1.29 0.25 0.36
N -0.81437 -0.58946 -1.53045 0.70 -0.30 0.45
H -0.13660 2.14404 2.26166 0.40 -0.32 0.70
H 0.83317 3.32419 1.37855 0.32 0.19 -0.05
H -1.17874 4.07154 1.02060 -0.06 -0.42 -0.03
H 0.17466 1.75124 -0.69930 -0.06 0.33 0.05
H 1.54805 1.34846 0.28380 -0.19 -0.23 0.15
H -1.31102 0.35137 0.77514 -0.22 0.14 0.52
H 0.18229 -0.18865 1.62720 -0.24 -0.27 0.15
H 0.80905 -2.22028 0.90955 0.50 -0.37 0.56
H -0.09743 -3.80799 -1.05657 -0.06 0.03 0.02
H 0.68078 -2.69915 -1.97197 0.66 -0.39 -0.33
H 1.50591 -3.71353 -0.86221 0.38 0.38 -0.27
H -1.28042 0.29816 -1.53206 -0.21 0.06 -0.39
H -1.02359 -1.26084 -2.24493 -0.23 0.18 -0.10
```
Forces are in eV/Å.

The SMILES is N/C(=C\[NH3+])CCCO. As for the largest force on an atom: 1.7 eV/Å. Its highest occupied orbital energy is -13.1 eV. Its net charge is +1. The value obtained for the energy relative to the best compared isomer or geometry (same formula, charge and spin) is 180.7 kJ/mol. The value obtained for the LUMO energy is -3.7 eV. For the energy, the calculation gives -382.7928 Ha.

The net atomic charges from natural (NBO), expressed in e, are:
1 C -0.068
2 O -0.743
3 C -0.415
4 C -0.435
5 C 0.264
6 C -0.258
7 N -0.671
8 N -0.794
9 H 0.173
10 H 0.189
11 H 0.484
12 H 0.214
13 H 0.219
14 H 0.236
15 H 0.231
16 H 0.235
17 H 0.432
18 H 0.438
19 H 0.454
20 H 0.423
21 H 0.391